{
  "formula": "C12H27F3O8PtS3",
  "method": "ωB97M-V/def2-TZVPD",
  "species": ["H", "H", "C", "H", "O", "O", "H", "H", "H", "C", "Pt", "C", "H", "H", "O", "H", "H", "C", "O", "H", "C", "H", "H", "C", "S", "F", "H", "H", "O", "H", "O", "C", "H", "F", "H", "H", "H", "H", "C", "S", "O", "C", "H", "H", "F", "O", "H", "H", "C", "H", "C", "C", "H", "S"],
  "positions_angstrom": [[-2.53, 1.79, 0.80], [0.47, 2.17, -2.75], [-2.02, -1.96, 1.19], [0.92, -2.71, 2.91], [1.12, 2.83, 1.42], [-0.61, 1.31, 2.03], [1.83, 3.44, -1.12], [-3.51, 3.24, 0.54], [-2.25, -1.15, 1.89], [0.20, -2.03, 2.45], [0.53, 1.01, 0.11], [-0.88, -2.82, 1.72], [-1.33, -3.54, 2.41], [-1.78, -4.22, -0.55], [2.04, 0.67, -1.59], [0.27, -4.84, -1.82], [-0.69, 3.50, -2.87], [0.02, 3.00, -2.21], [2.60, -0.22, 0.56], [-2.00, -1.90, -2.55], [-2.83, 2.53, 0.06], [-0.43, -3.41, 0.92], [-0.23, -1.42, 3.25], [3.71, -1.34, -1.54], [0.35, 2.33, 2.59], [4.73, -1.86, -0.87], [0.95, 0.87, 4.32], [-1.07, 3.77, 0.34], [-0.26, 3.33, 3.41], [1.57, 4.42, -2.56], [-0.24, -0.95, -0.53], [-1.58, -3.77, -1.52], [0.50, -3.21, -1.17], [2.72, -2.24, -1.57], [2.05, 0.73, 2.91], [2.18, 2.12, 4.02], [-1.94, 4.05, -1.18], [-2.13, -4.39, -2.24], [-1.63, 3.29, -0.46], [3.16, 0.21, -0.73], [-0.76, 2.38, -1.16], [1.07, 3.95, -1.70], [0.08, -3.43, -2.86], [-2.95, -2.53, 1.05], [4.09, -1.10, -2.79], [4.31, 1.05, -0.70], [0.75, -1.37, 1.78], [0.64, 4.74, -1.09], [-0.10, -3.81, -1.86], [-3.30, -2.44, -1.50], [-2.21, -2.39, -1.59], [1.50, 1.41, 3.56], [-3.36, 2.04, -0.76], [-1.75, -1.12, -0.39]],
  "homo_ev": [-8.6, -9.9],
  "largest_force_ev_per_a": 0.264,
  "s2": 2.004,
  "relative_energy_kcal_mol": 1.9,
  "multiplicity": 3,
  "lumo_energy_ev": [0.084, -0.493],
  "energy_ev": -73164.939,
  "orbital_gap_ev": [8.7, 9.4]
}